Entry 1:
# CH2N3O2

2 unconnected molecules or ions with the total composition CH2N3O2 in a non-equilibrium geometry (ωB97M-V/def2-TZVPD, the OMol25 dataset).

Last column: Mulliken charge in e.
Element x y z (Å)
C 0.35011 1.23592 -1.15844  0.03
N -0.38417 -1.26601 0.65248  -0.33
N -1.39039 1.19501 0.42066  0.26
N -0.06153 -2.01699 1.40873  0.76
O 0.41617 -2.69161 2.19848  -0.44
O -0.61036 1.24796 -0.39534  0.14
H 0.63031 1.85045 -2.13865  0.30
H 1.04985 0.44527 -0.98792  0.28

Kohn-Sham gap   8.3 eV
E   -353.4353 Ha
LUMO level   -7.76 eV
Net charge   +1

---

Entry 2:
# CH2N3P

CH2N3P in the gas phase in a non-equilibrium geometry (ωB97M-V/def2-TZVPD, the OMol25 dataset).

Last column: Mulliken charge in e.
Element x y z (Å)
C -0.53676 -0.57601 -0.40518  -0.08
P -0.39270 1.18159 -0.24138  0.03
N 1.27250 0.87165 0.27876  -0.10
N 1.51575 -0.34119 0.30031  -0.20
N 0.52093 -1.18215 -0.09839  -0.20
H -1.30377 -1.07526 -0.93288  0.43
H -1.07595 1.12136 1.09875  0.13

Kohn-Sham gap   9.1 eV
E   -544.8270 Ha
LUMO level   -0.84 eV
Structure (SMILES)   C1=[PH]=NN=N1